{
  "formula": "C32H20ClN5O3Rh",
  "method": "ωB97M-V with the def2-TZVPD basis set",
  "elements": ["Rh", "Cl", "O", "O", "O", "N", "N", "N", "N", "N", "C", "C", "C", "C", "C", "C", "C", "C", "C", "C", "C", "C", "C", "C", "C", "C", "C", "C", "C", "C", "C", "C", "C", "C", "C", "C", "C", "C", "C", "C", "C", "C", "H", "H", "H", "H", "H", "H", "H", "H", "H", "H", "H", "H", "H", "H", "H", "H", "H", "H", "H", "H"],
  "xyz": [[0.008816, 0.133076, 0.030385], [-4.715648, -3.149074, 4.292706], [-1.604284, 0.731100, -6.499584], [-1.979383, -0.241018, 0.157193], [-3.132699, -0.805727, -5.695472], [-0.368874, 2.139218, -0.226813], [1.978309, 0.542121, 0.095404], [0.323285, -1.844771, -0.371668], [-0.225533, 0.168337, -1.920028], [0.251880, 0.075192, 2.033613], [-1.894425, -1.037318, 2.452828], [0.790011, -2.784804, 0.464855], [-3.814616, -1.423942, 0.882908], [-0.402692, -1.074571, -2.502626], [3.750804, 1.118193, 1.637319], [-2.516991, -0.879855, 1.127804], [-0.684846, 2.451998, -1.508162], [-1.370626, 1.294172, -3.657888], [-3.895129, -2.280034, 3.081260], [1.492169, 0.519718, 2.438290], [4.611743, 1.249879, 0.525536], [-0.778490, 1.304191, -2.434400], [4.149172, 1.014011, -0.736593], [-2.209845, -0.024600, -5.762791], [0.179247, -3.491495, -2.106500], [1.917805, 0.739290, 3.733222], [-1.444988, 0.037477, -4.301994], [0.636604, -4.445098, -1.234680], [3.244970, 1.148400, 3.986678], [-0.720489, 4.774378, -0.944879], [-0.632670, -0.501626, 2.865904], [0.021584, -2.166440, -1.672596], [-2.630901, -1.747635, 3.382582], [-4.506623, -2.123079, 1.829000], [-0.235164, 3.110113, 0.681863], [4.151130, 1.327198, 2.981650], [2.802058, 0.662028, -0.919075], [0.958146, -4.090784, 0.082671], [2.423826, 0.743444, 1.377723], [-0.857858, 3.773301, -1.887350], [-1.013722, -1.141213, -3.753738], [-0.406590, 4.440757, 0.364100], [-1.780139, 2.186259, -4.107233], [1.013347, -2.452165, 1.470561], [5.169548, 1.623461, 3.194870], [4.794648, 1.100047, -1.599133], [0.761212, -5.466572, -1.569210], [5.644652, 1.534343, 0.687565], [-4.224163, -1.262372, -0.105782], [2.379859, 0.490446, -1.900976], [-0.354718, -0.649418, 3.901723], [1.230344, 0.614842, 4.557999], [0.008727, 2.789600, 1.686545], [3.551016, 1.319686, 5.010762], [-5.482106, -2.544174, 1.638032], [-2.230052, -1.894669, 4.376718], [-0.295203, 5.194670, 1.129819], [1.330456, -4.815585, 0.791364], [-1.191871, -2.084704, -4.249510], [-0.045444, -3.744610, -3.133360], [-1.082397, 4.006029, -2.918825], [-0.846191, 5.810374, -1.230582]],
  "atomic_forces_ev_per_a": [[0.10, -0.13, 0.04], [-0.02, -0.03, 0.07], [-0.01, 0.15, -0.07], [0.06, -0.11, -0.07], [0.06, 0.09, -0.15], [-0.02, 0.10, 0.02], [0.03, -0.04, 0.27], [-0.03, 0.05, 0.07], [-0.11, 0.06, -0.10], [0.01, 0.00, 0.17], [0.14, 0.13, -0.09], [-0.07, 0.04, -0.01], [0.06, 0.05, 0.00], [0.15, 0.03, 0.37], [0.03, 0.03, 0.02], [0.06, 0.11, 0.05], [0.07, -0.09, -0.05], [0.01, 0.07, -0.22], [0.03, 0.01, 0.00], [-0.17, -0.09, -0.21], [0.10, 0.04, 0.08], [0.08, -0.19, 0.30], [-0.09, -0.03, -0.14], [-0.06, -0.33, 0.26], [-0.01, -0.10, -0.01], [0.20, 0.08, 0.23], [0.01, -0.01, -0.05], [-0.01, -0.04, -0.07], [-0.25, -0.06, 0.13], [-0.01, 0.07, -0.05], [-0.05, 0.05, -0.22], [0.00, 0.17, -0.08], [-0.15, -0.07, 0.05], [0.03, -0.01, 0.08], [-0.06, -0.09, 0.02], [0.07, 0.00, -0.16], [0.15, 0.08, -0.15], [0.02, -0.02, 0.05], [-0.10, -0.07, -0.15], [-0.06, 0.04, -0.07], [-0.11, 0.18, -0.20], [-0.01, 0.01, 0.05], [-0.02, -0.04, -0.04], [-0.01, 0.02, 0.00], [-0.01, 0.00, -0.02], [-0.02, 0.00, 0.01], [0.00, 0.01, 0.01], [-0.02, -0.01, 0.01], [0.04, 0.02, 0.00], [0.03, -0.01, 0.00], [-0.01, -0.04, 0.02], [0.04, 0.00, 0.03], [0.01, -0.01, -0.01], [-0.04, -0.02, 0.00], [0.01, 0.00, 0.01], [-0.05, -0.03, 0.01], [0.01, 0.00, -0.01], [0.00, 0.00, -0.02], [-0.02, 0.01, 0.00], [0.00, -0.01, 0.01], [0.00, 0.02, 0.02], [-0.01, -0.02, 0.00]],
  "nbo_charge": [1.048, 0.109, -0.415, -0.573, -0.459, -0.413, -0.396, -0.443, -0.497, -0.498, -0.089, 0.068, -0.181, 0.099, -0.091, 0.441, 0.196, -0.253, 0.068, 0.106, -0.094, 0.164, -0.259, 0.761, -0.217, -0.249, 0.033, -0.145, -0.166, -0.129, -0.060, 0.156, -0.238, -0.281, 0.076, -0.221, 0.087, -0.277, 0.210, -0.208, -0.191, -0.241, 0.247, 0.217, 0.229, 0.242, 0.233, 0.233, 0.241, 0.227, 0.195, 0.225, 0.224, 0.230, 0.247, 0.235, 0.243, 0.237, 0.251, 0.230, 0.238, 0.239],
  "e_lumo_ev": [-3.1, -5.3],
  "homo_ev": [-8.3, -10.9],
  "total_charge": 1,
  "spin_multiplicity": 5,
  "homo_lumo_gap_ev": [5.2, 5.6],
  "s_squared": 6.074,
  "max_force_ev_per_a": 0.4
}



{
  "formula": "C32H28N6O3PtS5Sb",
  "method": "ωB97M-V with the def2-TZVPD basis set",
  "elements": ["Pt", "Sb", "S", "S", "S", "S", "S", "O", "O", "O", "N", "N", "N", "N", "N", "N", "C", "C", "C", "C", "C", "C", "C", "C", "C", "C", "C", "C", "C", "C", "C", "C", "C", "C", "C", "C", "C", "C", "C", "C", "C", "C", "C", "C", "C", "C", "C", "C", "H", "H", "H", "H", "H", "H", "H", "H", "H", "H", "H", "H", "H", "H", "H", "H", "H", "H", "H", "H", "H", "H", "H", "H", "H", "H", "H", "H"],
  "xyz": [[-0.441968, -0.679697, 0.504653], [-1.744113, 2.871498, 4.523551], [1.563843, -3.486409, 1.863265], [0.193381, 1.971766, 1.338448], [-1.391472, 2.965990, 1.825977], [-2.899078, 0.866695, 4.540518], [0.327383, 2.024825, 5.193007], [-2.610821, 4.549532, -2.115620], [4.194648, -1.806753, 4.342287], [-1.420281, 0.915868, -0.847757], [-0.728088, -1.776236, -1.394270], [0.121890, -0.738022, 2.544526], [-1.910642, 2.295647, -3.516254], [4.046685, 0.395752, 3.806869], [1.968217, -4.120147, -0.974289], [0.975186, -2.628665, 0.524425], [3.053804, -4.508400, -0.160422], [3.028210, -4.233463, 1.199250], [1.033565, 4.963850, -2.208607], [-3.017774, 5.754019, -1.483803], [-0.061448, -1.801795, 4.669144], [1.414589, -0.493631, 2.799684], [-0.297634, 5.248169, -1.962372], [-1.595216, -1.416339, -2.339152], [-3.314115, 0.775409, 0.552963], [-5.486328, 1.351943, -0.311950], [1.273540, -1.562673, 4.927358], [0.677252, -2.672624, -3.103289], [-3.525377, 1.652782, -1.727481], [-1.293342, 4.336981, -2.303345], [-2.664058, 1.148109, -0.663209], [5.238543, -5.466584, 0.100102], [0.417667, 2.869600, -3.183923], [1.156572, -3.068141, -0.670368], [2.035124, -0.917960, 3.960608], [-0.920048, 3.139950, -2.943883], [4.165068, -5.125540, -0.711338], [1.399231, 3.767240, -2.802835], [-4.933903, 1.682017, -1.506694], [0.373569, -2.455732, -1.764211], [3.528511, -0.824766, 4.083213], [4.107439, -4.540396, 2.008506], [-0.205051, -2.250329, -4.082138], [-3.091752, 1.911458, -3.039531], [-0.592883, -1.406840, 3.451938], [5.212230, -5.174992, 1.453417], [-1.384895, -1.641898, -3.687521], [-4.656980, 0.894527, 0.734988], [-2.137601, -1.351269, -4.405924], [-6.554566, 1.415244, -0.160547], [-4.100618, 5.697005, -1.416191], [1.731750, -1.861333, 5.860471], [-1.618850, -1.628273, 3.201397], [0.014723, -2.405122, -5.129242], [-2.504472, -0.940214, -2.001074], [-2.735474, 6.628994, -2.073646], [4.077560, -4.285664, 3.059741], [-5.564103, 2.016959, -2.322636], [-0.562360, 6.184048, -1.492631], [1.972385, 0.033833, 2.036888], [1.789940, 5.678931, -1.915340], [6.047243, -5.437252, 2.087641], [3.449011, 1.200903, 3.732206], [-2.595897, 5.834219, -0.479278], [4.183400, -5.331294, -1.775157], [-1.754573, 2.124524, -4.498489], [2.441688, 3.537326, -2.972557], [5.036682, 0.534025, 3.926591], [-5.093755, 0.618108, 1.685742], [-2.673686, 0.381012, 1.337099], [0.680922, 1.937107, -3.667308], [-3.827515, 1.736867, -3.819696], [1.975290, -4.468652, -1.916560], [1.603082, -3.153677, -3.385346], [-0.694975, -2.290973, 5.393857], [6.095885, -5.960974, -0.334449]],
  "atomic_forces_ev_per_a": [[0.22, -0.14, -0.13], [-0.74, -0.55, 0.14], [0.05, -0.39, 0.07], [-0.28, 0.31, 0.03], [0.50, -0.02, -0.40], [0.58, 0.71, -0.01], [0.16, -0.21, 0.00], [-0.07, -0.18, -0.06], [-0.05, 0.06, 0.13], [-0.41, 0.15, 0.07], [0.25, 0.09, -0.29], [0.12, -0.10, 0.09], [-0.27, -0.25, 0.16], [0.05, 0.05, 0.01], [-0.21, -0.10, -0.11], [-0.11, 0.27, -0.53], [0.38, -0.06, 0.17], [-0.27, 0.26, -0.05], [0.08, -0.14, 0.08], [-0.07, 0.09, 0.06], [0.07, 0.06, 0.02], [0.06, 0.06, 0.40], [-0.16, -0.01, 0.19], [-0.15, 0.07, 0.08], [0.02, -0.10, 0.12], [-0.31, 0.11, -0.16], [0.05, 0.02, -0.03], [0.12, -0.07, 0.19], [0.57, -0.08, 0.09], [0.17, -0.13, -0.17], [0.00, 0.07, -0.44], [-0.02, -0.07, -0.02], [-0.11, -0.07, 0.10], [0.26, -0.07, 0.70], [-0.11, 0.03, -0.10], [0.17, 0.15, 0.39], [-0.13, 0.12, -0.07], [0.11, 0.01, -0.03], [-0.17, 0.06, -0.04], [-0.31, 0.00, -0.56], [-0.05, 0.04, -0.11], [0.02, 0.03, -0.09], [-0.19, 0.17, 0.04], [0.12, -0.06, 0.26], [-0.10, 0.04, 0.20], [-0.02, -0.01, 0.09], [0.12, -0.19, -0.08], [0.25, -0.03, -0.03], [-0.01, 0.01, -0.01], [-0.01, 0.02, -0.04], [0.02, 0.02, 0.01], [0.02, -0.11, -0.02], [-0.05, 0.08, -0.06], [0.03, -0.03, -0.01], [0.08, 0.05, 0.03], [0.01, -0.04, -0.01], [0.03, 0.04, 0.02], [-0.04, -0.02, 0.01], [-0.01, -0.01, -0.01], [0.00, -0.10, -0.05], [0.00, 0.02, -0.03], [0.03, 0.00, -0.02], [0.01, 0.02, 0.08], [0.01, -0.03, -0.03], [0.07, -0.03, -0.01], [-0.22, 0.17, -0.09], [-0.01, 0.00, -0.04], [0.00, -0.02, -0.03], [0.02, -0.02, 0.03], [-0.09, 0.06, 0.03], [0.01, -0.03, -0.01], [-0.01, -0.01, -0.06], [-0.05, 0.02, -0.01], [0.00, 0.00, -0.01], [-0.03, -0.02, -0.01], [0.02, 0.00, 0.00]],
  "mulliken_charge": [0.877, 0.458, -0.130, 0.131, 0.008, -0.471, -0.244, -0.310, -0.604, -1.109, -0.356, 0.215, 0.215, -0.328, -0.175, -0.062, 0.174, 0.862, -0.733, -1.017, -0.951, -0.348, -0.577, -0.287, -0.150, -0.917, -0.527, -0.623, 1.004, 1.069, 1.178, -0.658, -0.358, 0.840, 0.418, 0.104, -0.662, -0.925, -0.881, 0.147, -0.002, -0.681, -0.715, -1.116, -0.518, -0.681, -0.795, -0.738, 0.500, 0.405, 0.257, 0.564, 0.601, 0.468, 0.786, 0.387, 0.386, 0.429, 0.439, 0.677, 0.416, 0.405, 0.195, 0.386, 0.336, 0.347, 0.418, 0.260, 0.462, 0.311, 0.433, 0.575, 0.239, 0.419, 0.461, 0.383],
  "e_lumo_ev": [-3.1, -4.7],
  "homo_ev": [-9.9, -9.9],
  "total_charge": 1,
  "spin_multiplicity": 5,
  "e_above_lowest_ev": 1.4993,
  "homo_lumo_gap_ev": [6.8, 5.2],
  "s_squared": 6.053,
  "max_force_ev_per_a": 0.9
}